Record 1
The following is a quantum chemistry calculation of a single C4H7NO molecule, from the Open Molecules 2025 dataset.

The value obtained for the gap between HOMO and LUMO is 0.3232 Ha. The largest force on an atom is 0.4 eV/Å. For the relative energy (zero: lowest compared OMol25 entry of this formula, charge and spin), the calculation gives 5.236 eV.

```
13
Properties=species:S:1:pos:R:3:forces:R:3:mulliken_charge:R:1
O 1.78803 0.63656 0.52011 -0.12 0.00 0.24 -0.55
C 0.91231 0.19829 -0.47298 -0.14 -0.10 -0.33 -0.32
C 0.30986 -1.23301 -0.44082 -0.04 -0.13 0.04 -0.36
C -1.11359 -0.69739 -0.72628 0.30 0.06 -0.02 -0.84
N -1.01303 0.61546 0.98204 -0.17 -0.01 -0.04 -0.63
C -0.54238 0.67392 -0.42767 -0.09 0.21 -0.09 0.32
H 1.24730 0.75690 1.31613 0.13 0.02 -0.06 0.38
H 1.37653 0.40863 -1.44012 -0.05 -0.02 0.10 0.36
H 0.42611 -1.76828 0.51107 -0.06 0.06 -0.16 0.30
H 0.62026 -1.93040 -1.23041 -0.04 0.10 0.12 0.32
H -1.21104 -0.34661 1.26633 0.12 0.00 0.15 0.25
H -1.91308 1.08422 1.03390 0.07 -0.02 -0.01 0.28
H -0.88727 1.60171 -0.89131 0.08 -0.18 0.07 0.53
```
Positions in Å, forces in eV/Å.

---

Record 2
The following is a quantum chemistry calculation of a molecular structure, C46H47CrN5O8, from the Open Molecules 2025 dataset.

The value obtained for the gap between HOMO and LUMO (alpha / beta) is 0.1615 / 0.1616 Ha. The largest force on an atom is 2.7 eV/Å.

```
107
Properties=species:S:1:pos:R:3:forces:R:3:mulliken_charge:R:1
Cr 0.28234 -0.58128 0.54423 -0.39 -0.28 -1.16 -0.54
O 3.85536 6.17981 -2.66854 1.04 0.81 0.27 -0.70
C 2.84481 5.60403 -3.05156 -0.33 -1.60 0.60 0.38
O 1.93144 5.89353 -3.81060 -0.82 0.49 -0.70 -0.70
C 2.69924 4.15141 -2.41960 0.26 0.81 -0.30 0.10
C 3.82233 3.53202 -1.89686 -0.22 -0.34 0.14 -1.09
C 3.68289 2.26998 -1.33827 0.29 0.26 -0.20 -0.40
N 2.53399 1.62261 -1.27584 -0.17 -0.39 0.30 0.52
C 1.45386 2.22925 -1.76959 -0.01 0.31 -0.05 0.90
C 1.48297 3.48975 -2.36115 -0.05 -0.55 0.14 -1.34
C 0.15802 1.50120 -1.57404 -0.28 1.94 -1.71 -0.05
O -0.87394 1.78860 -2.14827 0.45 -0.36 0.50 -0.67
O 0.21815 0.56129 -0.68295 -0.36 0.24 -0.57 0.65
H 4.77471 4.03810 -1.92933 0.04 0.15 0.01 0.54
H 4.53632 1.76193 -0.90527 0.17 -0.06 0.02 0.35
H 0.58741 3.94134 -2.75968 -0.02 0.08 -0.08 0.65
C -2.94135 -6.86492 -4.44723 -0.02 -0.01 0.01 -1.50
C -2.65753 -5.75617 -3.47900 0.02 0.01 0.00 0.69
C -3.07777 -4.45857 -3.73252 0.04 -0.10 0.13 -1.01
C -2.82806 -3.42391 -2.83988 0.04 0.01 0.14 1.11
C -3.29889 -2.03186 -3.14043 0.06 0.00 -0.01 -1.37
C -2.13457 -3.70517 -1.66300 0.02 -0.02 0.02 0.23
C -1.69519 -5.00234 -1.39694 -0.02 0.05 -0.04 1.14
C -0.93349 -5.30766 -0.14366 -0.10 0.03 -0.01 -0.78
C -1.96203 -6.01206 -2.30628 -0.11 0.13 -0.05 -1.02
C -1.79952 -2.61692 -0.66365 -0.38 -0.33 0.06 -0.61
O -2.42169 -2.49604 0.39028 -0.40 -0.30 0.08 -0.81
O -0.81024 -1.87750 -0.97963 0.81 0.77 0.43 0.20
H -3.33724 -6.46780 -5.37896 -0.02 -0.06 -0.09 0.36
H -3.67182 -7.56058 -4.03188 -0.02 -0.04 -0.04 0.31
H -2.03208 -7.42654 -4.65947 -0.01 -0.06 -0.07 0.35
H -3.61607 -4.25284 -4.64724 -0.07 0.07 -0.10 0.32
H -3.90273 -2.02322 -4.04475 -0.03 0.08 -0.02 0.43
H -2.45212 -1.35956 -3.28008 -0.01 0.11 0.00 0.18
H -3.89762 -1.64276 -2.31757 -0.04 0.08 0.03 0.31
H -0.31431 -4.45488 0.12365 0.06 -0.05 0.08 -0.79
H -0.30364 -6.18592 -0.27607 0.05 0.00 0.04 0.40
H -1.62517 -5.49801 0.67746 0.04 0.01 0.12 0.44
H -1.62481 -7.01630 -2.08756 0.06 -0.12 -0.02 0.44
C 3.98681 -1.59407 -3.46060 -0.15 0.04 -0.18 -1.19
N 3.52277 -1.50043 -2.10035 -0.14 0.02 -0.02 0.20
C 4.36746 -1.28862 -0.95452 0.10 0.17 0.26 -0.63
C 3.33041 -1.15522 0.16862 0.24 -0.18 -0.46 -0.20
O 3.55870 -1.02550 1.34483 0.24 0.20 0.46 -0.65
N 2.09762 -1.26114 -0.39774 -1.36 0.02 0.68 1.30
C 2.23507 -1.44691 -1.72073 0.45 -0.22 -0.25 -0.35
N 1.22325 -1.61681 -2.54802 -0.12 0.12 -0.01 -0.07
H 5.06303 -1.74858 -3.46020 -0.02 -0.01 0.02 0.39
H 3.76503 -0.68040 -4.02084 0.05 -0.04 0.00 0.34
H 3.52027 -2.44732 -3.96033 0.07 0.03 -0.03 0.37
H 4.95811 -0.37178 -1.03920 -0.05 -0.07 0.04 0.26
H 5.04181 -2.13173 -0.77616 -0.09 0.06 0.04 0.42
H 0.27717 -1.75677 -2.12483 0.22 0.02 -0.20 0.19
H 1.37367 -1.72387 -3.53630 0.07 0.00 0.09 0.25
N -1.77746 0.11934 1.05860 0.30 -0.58 -0.25 -0.13
C -1.93527 1.24372 1.90258 0.03 0.58 0.24 -0.06
C -2.36212 1.11531 3.21842 0.07 -0.12 -0.17 -0.47
C -2.44622 2.23801 4.02726 -0.02 0.06 -0.03 -0.48
C -2.09055 3.48197 3.53560 -0.05 0.10 0.10 -0.62
C -1.68094 3.61445 2.21783 -0.04 -0.02 0.03 -0.95
C -1.61604 2.50387 1.40191 0.05 -0.14 -0.07 -0.21
H -2.25784 -0.72834 1.38681 0.19 0.19 -0.32 0.44
H -2.12543 0.32378 0.11860 0.11 -0.18 0.17 0.44
H -2.62503 0.14074 3.60616 -0.06 -0.12 0.02 0.41
H -2.79286 2.14322 5.04596 -0.01 -0.05 0.09 0.46
H -2.15173 4.35180 4.16973 -0.02 0.11 0.10 0.44
H -1.42034 4.58362 1.81986 0.02 0.08 -0.03 0.47
H -1.31041 2.60694 0.37034 0.01 0.00 -0.09 0.62
C 1.12759 0.69748 1.75386 0.03 -0.22 -0.08 0.50
C 1.56872 1.45833 2.61049 0.28 0.58 0.46 -0.52
C 2.06776 2.22880 3.63734 -0.16 -0.29 -0.43 0.53
C 2.83533 3.42406 3.40293 0.24 0.36 -0.13 0.15
C 2.94478 4.41130 4.39614 -0.05 -0.05 0.13 -0.32
C 3.71596 5.53477 4.18860 0.00 0.07 0.09 -0.86
C 4.40028 5.70108 2.99309 -0.14 -0.11 0.01 -0.53
C 4.27679 4.75149 1.98864 0.10 -0.03 -0.20 -0.64
C 3.49354 3.63144 2.17911 -0.12 -0.13 0.07 -0.08
C 1.81762 1.76811 4.99591 -0.19 -0.19 0.48 0.13
C 2.79550 1.86151 5.99293 0.11 0.08 -0.12 -0.52
C 2.55238 1.37187 7.26074 0.05 -0.03 0.12 -0.85
C 1.33047 0.79092 7.56506 0.02 0.02 -0.11 -0.66
C 0.34870 0.70412 6.59025 -0.13 0.00 0.05 -0.60
C 0.58879 1.18188 5.31815 0.13 0.09 -0.16 0.25
H 2.40006 4.30481 5.32270 -0.04 0.00 0.02 0.56
H 3.78453 6.28718 4.95989 -0.02 0.05 0.05 0.42
H 5.00921 6.57898 2.83876 0.06 0.05 -0.05 0.44
H 4.79831 4.89364 1.05367 -0.04 -0.01 -0.12 0.48
H 3.39324 2.88651 1.40356 0.02 -0.07 -0.14 0.21
H 3.75846 2.29230 5.76121 0.06 -0.01 -0.03 0.60
H 3.31872 1.43987 8.01909 0.07 -0.01 0.01 0.43
H 1.14589 0.40146 8.55427 -0.01 -0.01 0.11 0.42
H -0.60885 0.26176 6.82713 -0.06 -0.01 -0.01 0.45
H -0.17612 1.14468 4.55728 -0.04 -0.02 -0.02 0.62
C -0.88922 -3.22830 3.13448 0.18 0.28 -0.43 -1.22
C 0.44667 -2.59993 2.70368 0.59 -1.54 2.10 1.46
C 1.46918 -3.66708 2.28358 -0.20 0.34 -0.24 -1.42
C 1.05147 -1.78210 3.85434 -0.12 -0.05 -0.44 -1.70
O 0.25439 -1.74110 1.64991 -0.41 -0.79 0.41 0.90
H -0.70923 -4.10195 3.75565 0.08 0.00 0.10 0.45
H -1.47027 -3.51918 2.26198 -0.02 -0.05 -0.01 0.13
H -1.46844 -2.50266 3.70229 -0.12 0.04 0.06 0.22
H 1.66266 -4.34653 3.10922 -0.02 0.00 0.10 0.57
H 2.39101 -3.16243 2.00319 0.12 -0.05 -0.01 0.27
H 1.10565 -4.24167 1.43713 0.01 -0.07 -0.03 0.20
H 1.27392 -2.43392 4.69442 -0.02 -0.07 0.10 0.63
H 0.35428 -1.00826 4.16268 -0.06 -0.03 0.07 0.01
H 1.96412 -1.30624 3.50235 0.14 0.02 0.08 0.27
```
Positions in Å, forces in eV/Å.

---

Record 3
The following is a quantum chemistry calculation of a molecular structure, C26H44BCaClF6N3O4P2S2, from the Open Molecules 2025 dataset.

The value obtained for the gap between HOMO and LUMO is 0.2468 Ha. Its charge is -1. The largest force on an atom is 3.4 eV/Å.

```
90
Properties=species:S:1:pos:R:3:forces:R:3:mulliken_charge:R:1
Ca -0.94375 -1.96248 -0.53917 -0.43 3.18 -1.07 0.01
C -0.49822 3.81565 1.72241 0.08 0.04 -0.01 -1.74
C -1.84269 3.33933 2.30601 0.03 0.18 0.00 2.09
C -1.77887 3.46233 3.82844 0.01 0.12 0.09 -1.72
C -2.92235 4.28951 1.77936 -0.04 0.12 0.02 -2.28
P -2.07980 1.63604 1.55534 0.14 -0.18 -0.43 0.39
C -0.98376 0.57985 2.63228 0.21 -0.03 0.02 -1.08
N 0.29854 0.31587 2.00095 0.37 0.03 -0.09 0.14
B 0.50462 -0.49108 0.76629 1.02 1.12 1.28 1.46
N 1.91994 -0.17318 0.48949 -0.05 -0.10 0.02 0.08
C 2.66815 -0.57753 -0.68918 -0.11 0.18 0.28 -1.09
P 1.61446 -0.56157 -2.22448 0.08 -0.44 0.48 1.10
C 2.77095 -1.56830 -3.32061 -0.08 -0.03 -0.18 1.89
C 2.48259 -3.03457 -2.95547 0.01 -0.08 0.02 -1.97
C 2.36808 -1.38453 -4.78846 0.05 -0.03 -0.09 -2.10
C 4.27376 -1.32685 -3.16424 0.11 -0.04 -0.07 -1.87
C 1.63570 1.24439 -2.69396 -0.34 0.08 -0.18 2.27
C 0.64807 1.43664 -3.86199 0.04 0.04 -0.02 -1.65
C 2.99025 1.83434 -3.06331 0.12 0.15 0.00 -1.97
C 1.05782 2.01545 -1.49037 0.05 0.13 0.01 -2.41
C 2.47411 0.65394 1.46020 -0.02 -0.30 -0.36 0.64
C 3.75435 1.16225 1.60022 0.07 0.13 0.15 -0.65
C 4.04167 1.97522 2.70545 -0.13 -0.09 -0.08 -0.99
C 3.05994 2.25561 3.64784 -0.12 -0.11 -0.10 -0.74
C 1.76346 1.74217 3.50415 0.22 0.04 0.05 -0.33
C 1.47082 0.95097 2.40442 -0.45 -0.19 -0.09 0.24
C -3.79310 0.97303 1.94456 -0.21 0.03 -0.12 2.31
C -4.28019 1.10193 3.38597 -0.06 -0.08 0.12 -1.91
C -3.79767 -0.50794 1.52522 -0.02 -0.02 -0.10 -2.12
C -4.79007 1.65634 0.98867 -0.08 -0.03 0.06 -2.04
H -0.31077 4.84601 2.05368 0.00 -0.08 -0.03 0.53
H -0.51169 3.80086 0.62855 -0.05 0.00 0.08 0.31
H 0.34679 3.20283 2.04876 -0.15 0.07 -0.03 0.29
H -1.59501 4.51187 4.09420 -0.03 -0.06 -0.01 0.52
H -0.95935 2.88617 4.25987 -0.05 0.04 -0.04 0.23
H -2.70448 3.15668 4.31673 0.00 -0.02 -0.03 0.21
H -2.60732 5.32245 1.97285 -0.04 -0.05 -0.01 0.52
H -3.88309 4.14036 2.27695 0.05 -0.01 0.01 0.35
H -3.07556 4.18382 0.70117 0.05 -0.04 0.07 0.45
H -1.48565 -0.36734 2.79456 -0.12 -0.17 0.02 0.25
H -0.84083 1.02266 3.61618 0.04 -0.04 0.06 0.35
H 3.05203 -1.59570 -0.58461 0.04 -0.07 0.08 0.40
H 3.53825 0.06977 -0.80484 0.04 0.06 -0.06 0.04
H 1.43037 -3.28705 -3.09979 0.02 0.05 -0.01 0.33
H 2.74603 -3.26989 -1.91976 -0.02 0.04 -0.04 0.30
H 3.08146 -3.68808 -3.60266 -0.03 0.04 0.06 0.53
H 1.28953 -1.50375 -4.93486 0.08 -0.01 0.08 0.37
H 2.87616 -2.14398 -5.39709 -0.04 0.07 0.02 0.54
H 2.65476 -0.40393 -5.17378 0.01 -0.03 0.03 0.34
H 4.61497 -1.47691 -2.13749 -0.04 -0.01 -0.07 0.28
H 4.57338 -0.32752 -3.47534 -0.02 0.04 0.00 0.28
H 4.81918 -2.04454 -3.79215 -0.04 0.07 0.03 0.54
H 0.99716 0.97526 -4.78795 0.03 0.01 0.04 0.37
H 0.53093 2.51203 -4.05044 0.02 -0.09 0.01 0.51
H -0.33335 1.02065 -3.62279 0.05 0.02 0.06 0.11
H 3.36223 1.45098 -4.01573 -0.02 -0.02 0.02 0.35
H 3.75096 1.65536 -2.29755 -0.06 0.01 -0.03 0.25
H 2.88450 2.92231 -3.16696 0.02 -0.08 0.00 0.48
H 0.13169 1.57321 -1.11293 0.01 -0.03 -0.08 0.08
H 0.82723 3.03550 -1.82683 0.05 -0.08 0.04 0.83
H 1.76794 2.08509 -0.66142 -0.05 -0.01 -0.09 0.28
H 4.52705 0.93118 0.87595 -0.01 0.02 0.04 0.45
H 5.04028 2.37952 2.82643 -0.04 -0.02 0.00 0.38
H 3.29486 2.87649 4.50542 -0.01 -0.03 -0.04 0.40
H 1.00869 1.96188 4.24804 0.02 0.02 0.01 0.23
H -3.55026 0.72139 4.10838 -0.03 0.01 -0.08 0.31
H -5.20474 0.52314 3.51794 0.06 0.07 -0.01 0.48
H -4.50489 2.13866 3.64778 0.03 -0.02 -0.03 0.34
H -3.21410 -1.15173 2.17786 0.07 -0.04 0.08 0.45
H -3.44578 -0.62665 0.49321 0.01 0.08 0.07 0.26
H -4.82974 -0.87572 1.54691 0.04 0.02 0.03 0.58
H -4.93084 2.71362 1.20403 0.00 0.00 0.03 0.39
H -5.76825 1.16581 1.08322 0.09 0.05 0.00 0.53
H -4.46451 1.55927 -0.04994 0.04 -0.04 0.05 0.34
F 0.86903 -6.04470 1.05643 0.17 -0.13 0.07 -0.22
C 0.39378 -4.92093 1.57428 -0.18 0.11 -0.21 0.64
F 1.28148 -3.95277 1.44377 0.28 0.05 0.11 -0.16
F 0.09994 -5.10670 2.85463 0.20 -0.06 0.25 -0.21
S -1.16730 -4.47067 0.74554 -0.49 -0.09 -0.30 1.10
O -1.55911 -3.18739 1.34238 0.28 -1.24 -0.36 -0.55
O -2.03068 -5.59959 0.89824 0.06 0.18 0.10 -0.64
N -0.56545 -4.25037 -0.76330 -0.91 -0.81 0.09 -0.65
S -1.69816 -4.10995 -1.93717 -0.39 -0.56 0.30 0.95
O -2.91603 -3.57682 -1.35187 0.69 -0.46 -0.54 -0.45
O -1.11125 -3.48575 -3.08343 0.15 -0.09 0.52 -0.48
C -2.05061 -5.81570 -2.51422 0.13 0.36 -0.03 0.51
F -0.90829 -6.47932 -2.65870 0.00 -0.17 -0.05 -0.22
F -2.83855 -6.45173 -1.67630 -0.21 -0.34 0.07 -0.18
F -2.64449 -5.69578 -3.69747 -0.14 -0.28 -0.12 -0.21
Cl -2.16735 -0.28667 -2.17258 -0.16 -0.04 0.18 -0.57
```
Positions in Å, forces in eV/Å.